{
  "formula": "C34H43N9",
  "method": "ωB97M-V/def2-TZVPD",
  "symbols": ["N", "N", "N", "N", "N", "N", "N", "N", "N", "C", "C", "C", "C", "C", "C", "C", "C", "C", "C", "C", "C", "C", "C", "C", "C", "C", "C", "C", "C", "C", "C", "C", "C", "C", "C", "C", "C", "C", "C", "C", "C", "C", "C", "H", "H", "H", "H", "H", "H", "H", "H", "H", "H", "H", "H", "H", "H", "H", "H", "H", "H", "H", "H", "H", "H", "H", "H", "H", "H", "H", "H", "H", "H", "H", "H", "H", "H", "H", "H", "H", "H", "H", "H", "H", "H", "H"],
  "positions_angstrom": [[21.408158, -24.100133, 13.441287], [28.983837, -20.630769, 17.947176], [21.534264, -24.959499, 20.820878], [27.098497, -21.623315, 11.132478], [30.967792, -18.456147, 15.635828], [27.971894, -23.601171, 17.064249], [18.655684, -17.896872, 15.688304], [25.094235, -21.832152, 16.645996], [21.678955, -20.300921, 20.351022], [22.674045, -24.316490, 20.401980], [21.610121, -24.745610, 14.627479], [20.622651, -17.255422, 16.458766], [26.635616, -21.651559, 12.425411], [22.425936, -22.661810, 14.757457], [26.055227, -21.631229, 10.259030], [19.498597, -18.962804, 15.542604], [29.472100, -22.060692, 19.561877], [23.845543, -20.288012, 17.620152], [28.184315, -21.506659, 19.806118], [27.919455, -20.630056, 18.796207], [21.858283, -26.033113, 21.606504], [29.947848, -21.461274, 18.428546], [29.810000, -17.803697, 15.971829], [24.565538, -19.687383, 16.547726], [30.702951, -19.465151, 14.747786], [22.269640, -23.881506, 15.455661], [26.741735, -24.837316, 15.708856], [26.933818, -24.486749, 17.024514], [28.810495, -18.334321, 15.203440], [29.361197, -19.415744, 14.459387], [24.219015, -21.595810, 17.661166], [27.681821, -24.104959, 14.932071], [20.723918, -18.606522, 16.021688], [25.275270, -21.690425, 12.360923], [21.883636, -22.825201, 13.516253], [21.457459, -20.398317, 21.475862], [19.344569, -16.843168, 16.220881], [21.177969, -20.511967, 22.897506], [23.226005, -26.088317, 21.680682], [28.427874, -23.359824, 15.801772], [23.736390, -24.965142, 20.962919], [25.345934, -20.668165, 15.992553], [24.899977, -21.640661, 10.994921], [21.213258, -25.731654, 14.791378], [23.811875, -26.851041, 22.164421], [31.875414, -18.293204, 16.031508], [30.898907, -21.598222, 17.940372], [21.397367, -19.561642, 23.385018], [25.511445, -22.730676, 16.436858], [29.252809, -22.682771, 15.657327], [17.686933, -17.912269, 15.433099], [24.788629, -24.780466, 20.821546], [31.518670, -20.042700, 14.348386], [27.327817, -21.679820, 13.248482], [27.756183, -24.206583, 13.862618], [28.057957, -21.623864, 10.841122], [21.571286, -19.271494, 16.049634], [27.049153, -20.035518, 18.574900], [23.896127, -22.338529, 18.370421], [28.311511, -23.131390, 17.895572], [22.869040, -21.746548, 15.119819], [26.431260, -24.741647, 17.943326], [29.984395, -22.809143, 20.142476], [20.917057, -24.467785, 12.647720], [22.539034, -23.417775, 19.823508], [26.028150, -20.615716, 15.160287], [21.116979, -26.704125, 22.004735], [26.261906, -21.593907, 9.203136], [24.546650, -18.656978, 16.233085], [23.893830, -21.602543, 10.614596], [28.837670, -20.000811, 13.721664], [24.595333, -21.725327, 13.197044], [27.759503, -18.106188, 15.256993], [21.782696, -21.302231, 23.331991], [22.596459, -24.108315, 16.457432], [23.106344, -19.810752, 18.240875], [21.372578, -16.672560, 16.966900], [27.553818, -21.776526, 20.636977], [29.202017, -20.060653, 17.143765], [25.976265, -25.477386, 15.301884], [21.829812, -22.118522, 12.707142], [18.870998, -15.895430, 16.411603], [29.732988, -17.034084, 16.718974], [19.152251, -19.893753, 15.126648], [20.597920, -24.650217, 20.637871], [20.115618, -20.688762, 23.057369]],
  "atomic_forces_ev_per_a": [[-0.4, 0.0, -0.4], [1.1, 0.1, -0.1], [0.0, -0.2, 0.2], [0.3, 0.0, 0.1], [0.1, -0.2, 0.5], [0.0, 0.1, 0.0], [0.0, 0.0, -0.3], [0.4, -0.4, 0.3], [-0.1, -0.1, 0.4], [-0.7, 0.3, 0.4], [-0.1, -0.1, -0.1], [0.3, -0.1, 0.2], [0.4, -0.2, -0.4], [0.2, 0.4, 0.1], [0.0, 0.2, -0.1], [-0.2, -0.2, 0.0], [0.0, 0.1, 0.2], [-0.1, 0.7, -0.3], [0.1, -0.6, 0.4], [-0.5, 0.4, -0.5], [0.3, -0.1, -0.2], [0.3, -0.5, 0.1], [-0.1, 0.1, -0.4], [0.1, 0.0, 0.1], [-0.1, 0.4, -0.1], [0.0, -0.1, 0.4], [-0.3, 0.2, 0.0], [0.2, 0.1, 0.1], [-0.3, -0.7, 0.3], [0.2, 0.2, -0.3], [-0.4, -0.3, 0.3], [-0.3, -0.5, -0.1], [0.1, -0.1, 0.0], [-0.5, 0.3, 0.3], [0.2, 0.2, 0.1], [0.1, 0.0, -0.6], [-0.3, 0.1, 0.2], [-0.2, 0.4, 0.1], [-0.1, 0.3, 0.0], [0.2, 0.2, 0.2], [0.3, -0.7, -0.2], [0.0, 0.2, -0.5], [0.0, -0.1, -0.1], [0.2, -0.1, 0.0], [0.0, 0.0, 0.1], [0.0, 0.1, 0.1], [-0.1, 0.1, -0.2], [0.2, -0.1, 0.0], [0.0, 0.1, 0.0], [0.0, 0.0, -0.1], [0.0, 0.2, 0.0], [-0.1, 0.3, -0.1], [-0.1, -0.2, 0.0], [-0.1, -0.1, 0.1], [0.2, 0.3, 0.0], [0.1, 0.0, 0.2], [0.1, 0.1, 0.1], [-0.1, 0.0, 0.0], [0.1, -0.3, -0.2], [0.0, -0.1, -0.1], [0.1, -0.1, 0.1], [-0.1, -0.2, -0.1], [0.0, 0.0, 0.1], [0.0, -0.1, 0.0], [0.4, 0.0, -0.1], [0.0, -0.1, 0.0], [-0.1, 0.1, 0.0], [-0.2, 0.0, -0.1], [-0.1, 0.0, 0.0], [0.0, -0.1, -0.1], [0.0, -0.1, 0.1], [0.1, 0.0, 0.0], [0.0, 0.2, 0.0], [-0.1, -0.1, 0.1], [0.0, 0.1, 0.0], [0.1, -0.1, 0.2], [0.1, 0.0, -0.2], [-0.2, 0.2, -0.1], [-0.8, 0.3, 0.0], [0.0, -0.1, 0.2], [-0.1, -0.1, -0.2], [-0.1, 0.0, 0.0], [0.3, 0.1, 0.0], [0.0, 0.0, 0.0], [0.0, 0.0, -0.1], [0.0, -0.3, 0.0]],
  "lowdin_charge": [0.0011, 0.0395, 0.0005, 0.0005, 0.0045, 0.0290, -0.0042, 0.0423, 0.1552, -0.1402, -0.1424, -0.1101, -0.1473, -0.1146, -0.1468, -0.1445, -0.1284, -0.1244, -0.1108, -0.1243, -0.1456, -0.1690, -0.1421, -0.1162, -0.1392, -0.1062, -0.1119, -0.1527, -0.1120, -0.1093, -0.1524, -0.1168, -0.1001, -0.1003, -0.1429, -0.2685, -0.1530, -0.0694, -0.1136, -0.1409, -0.1126, -0.1612, -0.1041, 0.1029, 0.0876, 0.1444, 0.1115, 0.0834, 0.1058, 0.0971, 0.1391, 0.0847, 0.1068, 0.0768, 0.0871, 0.1408, 0.0735, 0.1091, 0.0883, 0.0903, 0.0769, 0.1098, 0.0948, 0.1418, 0.0869, 0.0940, 0.1024, 0.1044, 0.0883, 0.0854, 0.0734, 0.0704, 0.0949, 0.0824, 0.0840, 0.0579, 0.0879, 0.0938, 0.1058, 0.0938, 0.1065, 0.1017, 0.1108, 0.1050, 0.1412, 0.0820],
  "e_tot_ha": -1814.10743
}

{
  "formula": "C34H44BClHfN5O6Se4Te",
  "method": "ωB97M-V/def2-TZVPD",
  "symbols": ["Hf", "Te", "Se", "Se", "Se", "Se", "Cl", "O", "O", "O", "O", "O", "O", "N", "N", "N", "N", "N", "C", "C", "C", "C", "C", "C", "C", "C", "C", "C", "C", "C", "C", "C", "C", "C", "C", "C", "C", "C", "C", "C", "C", "C", "C", "C", "C", "C", "C", "C", "C", "C", "C", "C", "B", "H", "H", "H", "H", "H", "H", "H", "H", "H", "H", "H", "H", "H", "H", "H", "H", "H", "H", "H", "H", "H", "H", "H", "H", "H", "H", "H", "H", "H", "H", "H", "H", "H", "H", "H", "H", "H", "H", "H", "H", "H", "H", "H", "H"],
  "positions_angstrom": [[-1.393402, -0.964450, 2.185855], [0.087203, -3.239610, 4.363636], [-3.102695, 1.226618, 1.710772], [-3.526692, -2.179483, 3.824644], [1.632766, -1.786491, 3.124350], [-1.952422, -3.618257, 2.920298], [6.193646, -3.410089, -4.440021], [-3.312193, -1.918711, 0.887824], [0.218326, -3.763512, 0.885914], [1.757185, 4.042942, -3.317821], [-2.200008, 0.545755, 4.841116], [-1.935522, -0.366156, -1.264364], [0.064366, 0.621193, 4.796623], [0.890281, 2.228847, -0.278677], [0.145023, 0.748520, 1.112427], [-4.544096, 1.788035, -0.833122], [-0.747992, -1.768219, 0.170664], [1.954534, 1.931004, 0.518574], [-1.243675, -3.789834, -4.019165], [0.501484, 2.327893, 6.415890], [0.974746, 3.213818, -1.341246], [1.244965, 1.779542, -4.973805], [5.090578, -0.031296, -2.613046], [-2.263279, 2.713781, 5.812574], [-1.140557, -2.499778, -2.035342], [3.062695, 2.253083, -2.278172], [0.933722, 0.330706, -2.998682], [4.146356, 2.179701, -3.384244], [-4.375697, -3.784857, -0.039066], [-0.579519, -4.827092, -3.369299], [-0.289654, 1.066097, 6.115582], [-0.192227, -4.707010, -2.035888], [5.602505, -1.799334, -4.139982], [4.712634, 0.265774, -4.951837], [0.801564, 1.773290, -3.503511], [-4.286989, -2.315466, 0.289286], [5.562920, -1.314403, -2.842452], [1.663928, 2.775696, -2.650592], [-2.616388, 0.670539, 7.193544], [-1.330391, -1.393964, -1.032846], [-0.179801, 1.531057, 0.104460], [-1.840359, 1.265342, 6.028026], [-0.487756, -3.523866, -1.394161], [5.182590, -1.018793, -5.200289], [0.137046, -0.041667, 7.072405], [-0.679405, 2.184093, -3.485438], [-0.256233, -3.074188, 0.021401], [-5.397283, -1.387068, -0.097794], [1.458210, 1.031458, 1.334973], [4.651191, 0.778369, -3.660596], [-3.948994, 1.546035, 0.131068], [-1.540591, -2.603513, -3.351116], [-1.065147, 0.216691, 4.096948], [2.257034, 1.399913, -5.097777], [3.428876, 2.900161, -1.481558], [-3.661872, 0.978783, 7.129156], [0.308279, -5.511839, -1.510630], [-0.790875, 3.261346, -3.635367], [1.542625, 4.062890, -0.970325], [-3.334538, 2.729452, 5.605532], [-6.216164, -1.896916, -0.601344], [3.814468, 2.614537, -4.328520], [-2.587533, -0.417917, 7.159509], [-1.150080, 1.594600, -0.358055], [-2.068920, -1.789984, -3.834197], [2.027556, 0.564302, 2.120806], [-1.181559, 1.894762, -2.561076], [4.392372, 0.876604, -5.789422], [-0.369961, -5.744406, -3.907056], [1.928942, -0.077086, -3.195084], [-0.034996, 3.556174, -1.547387], [-1.754645, 3.145937, 4.948888], [-0.469948, -0.936137, 6.929699], [0.305312, 3.105875, 5.680070], [0.725206, 0.235300, -1.932038], [5.895639, -1.935277, -2.020553], [-2.064642, 3.326052, 6.697111], [-3.612975, -4.022202, -0.786984], [-2.210984, 1.014234, 8.149874], [0.585825, 1.116740, -5.540210], [-1.539268, -3.912423, -5.053845], [0.211384, -0.296827, -3.525428], [1.169775, -0.307440, 6.838154], [0.073703, 0.276856, 8.117174], [1.167620, 2.774585, -5.418895], [2.394009, 3.968107, -4.033365], [2.940991, 1.271287, -1.825487], [-1.207534, 1.678371, -4.297444], [5.221136, -1.410443, -6.208658], [-5.355072, -4.070179, -0.419404], [-5.757297, -0.896543, 0.809615], [4.995595, 2.785081, -3.061185], [-4.139277, -4.357636, 0.858857], [-5.001707, -0.595236, -0.731728], [5.058234, 0.339996, -1.593315], [0.258005, 2.710555, 7.411687], [1.565762, 2.087222, 6.383921]],
  "atomic_forces_ev_per_a": [[-0.9, -1.6, -1.8], [0.2, -0.2, 0.9], [0.0, 0.5, 1.0], [0.5, 0.5, 0.0], [-0.8, 0.2, -0.7], [0.1, -0.1, -0.4], [0.0, 0.0, 0.0], [0.3, 0.3, -0.2], [0.2, -0.3, 0.1], [0.0, 0.0, 0.1], [0.1, 0.1, 0.0], [0.0, 0.2, 0.0], [-0.1, 0.2, -0.3], [0.0, 0.1, -0.1], [-0.3, -0.3, 0.6], [0.1, 0.1, 0.1], [0.3, -0.7, -1.0], [-0.3, -0.1, -0.1], [0.0, 0.1, 0.0], [0.0, 0.0, 0.0], [0.0, 0.0, 0.1], [0.0, 0.0, 0.0], [0.0, 0.0, 0.0], [0.0, 0.0, 0.0], [-0.1, 0.1, 0.0], [0.1, 0.1, -0.1], [0.0, 0.0, 0.0], [-0.1, -0.2, 0.1], [-0.1, 0.0, -0.1], [0.0, 0.0, 0.1], [0.0, -0.1, -0.1], [0.0, -0.2, 0.0], [0.0, 0.0, 0.0], [0.0, 0.0, 0.0], [0.0, 0.1, 0.0], [-0.2, -0.1, 0.0], [0.0, 0.0, 0.1], [0.0, -0.2, -0.1], [0.0, 0.0, 0.1], [0.3, -0.3, 0.3], [0.1, 0.2, -0.1], [0.0, 0.1, 0.0], [0.1, 0.1, 0.0], [0.0, 0.1, 0.0], [0.0, -0.1, 0.0], [0.0, 0.0, 0.0], [-0.2, 0.3, -0.1], [0.0, -0.1, 0.0], [0.0, 0.1, 0.0], [0.0, 0.0, 0.0], [0.0, -0.4, -0.5], [0.0, 0.0, -0.1], [0.3, 1.2, 2.1], [0.0, 0.0, 0.0], [0.0, 0.0, 0.0], [0.0, 0.0, 0.0], [0.0, 0.0, 0.0], [0.0, -0.1, 0.0], [0.0, 0.0, 0.1], [0.0, 0.0, 0.0], [0.0, 0.0, 0.0], [0.0, 0.0, 0.0], [0.0, 0.0, 0.0], [0.0, 0.0, 0.0], [0.0, 0.0, 0.0], [0.0, 0.1, 0.0], [0.0, 0.0, 0.0], [0.0, 0.0, 0.0], [0.0, 0.0, 0.0], [0.0, 0.0, 0.0], [0.0, 0.0, 0.0], [0.0, 0.0, 0.1], [0.0, 0.0, 0.0], [0.0, 0.0, 0.0], [0.0, 0.0, -0.1], [0.0, 0.0, 0.0], [0.0, 0.0, -0.1], [0.0, 0.0, 0.0], [-0.1, 0.0, 0.0], [0.0, 0.0, 0.0], [0.0, 0.0, 0.0], [0.0, 0.0, 0.0], [0.0, 0.0, 0.1], [0.0, 0.0, -0.1], [0.0, 0.0, 0.0], [0.0, 0.0, 0.0], [0.1, 0.0, 0.1], [0.0, 0.0, 0.1], [0.0, 0.0, 0.0], [0.0, 0.0, 0.0], [0.0, 0.0, 0.0], [0.0, 0.0, 0.0], [0.0, 0.0, 0.0], [0.0, 0.0, -0.1], [0.0, 0.0, -0.1], [0.0, 0.0, 0.0], [0.0, 0.0, 0.0]],
  "lowdin_charge": [1.0847, 0.3521, 0.6476, 0.0882, -0.0975, -0.0800, 0.6451, -0.2474, -0.0456, -0.0080, -0.0671, 0.0361, -0.0126, -0.0870, -0.0035, 0.0330, -0.0040, 0.1282, -0.0783, -0.0171, -0.0516, -0.0385, -0.0293, -0.0175, -0.1089, -0.1108, -0.0145, -0.1188, 0.0113, -0.0778, -0.4807, -0.0001, -0.6730, -0.0481, -0.4776, -0.4712, -0.0936, -0.4230, -0.0108, -0.4622, -0.1774, -0.4797, -0.0893, -0.1056, -0.0213, -0.0341, -0.4709, 0.0018, -0.2104, -0.2333, -0.8418, -0.0162, -0.8948, 0.0526, 0.1134, 0.0876, 0.1194, 0.0930, 0.1378, 0.0916, 0.0767, 0.0935, 0.0879, 0.0831, 0.1181, 0.0286, 0.0674, 0.1099, 0.0985, 0.0862, 0.1291, 0.0925, 0.0721, 0.0812, 0.0773, 0.1084, 0.0876, 0.0901, 0.0886, 0.0904, 0.0979, 0.0838, 0.0950, 0.0859, 0.0895, 0.0765, 0.0922, 0.0889, 0.1029, 0.0757, 0.0993, 0.1216, 0.0700, 0.0547, 0.1254, 0.0895, 0.0911],
  "e_tot_ha": -12454.36712,
  "charge": -1
}

Values of largest force on an atom, in order: 0.02117 0.04969, all in hartree/bohr.
Values of relative energy (zero: lowest compared OMol25 entry of this formula, charge and spin), in order: 0.000 1.500, all in eV.
Values of highest occupied orbital energy, in order: -7.689 -4.079, all in eV.